(1)
DFT (the ωB97M-V functional and the def2-TZVPD basis) results for a structure of composition C31H32N6NaSSi.

LUMO energy, eV: 2.064
Total energy, eV: -64737.384
Net charge: -1
Energy above the lowest of the compared OMol25 structures with the same formula, charge and spin, kcal/mol: 2.46

Element x y z (Å)
Na1 -1.0267 0.7363 0.2902
S1 -0.5730 -1.9894 0.1408
C1 0.9796 -2.0134 -0.6351
N1 1.6224 -3.0789 -1.0008
N2 0.9938 -4.2413 -0.7691
C2 1.5964 -5.4448 -1.0591
C3 0.9007 -6.6303 -0.7958
C4 1.4784 -7.8560 -1.0735
C5 2.7549 -7.9331 -1.6169
C6 3.4423 -6.7544 -1.8770
C7 2.8814 -5.5174 -1.6059
N3 1.7554 -0.8608 -0.9569
N4 1.3053 0.2338 -0.5769
C8 2.1208 1.3583 -0.9428
C9 1.7830 2.5753 -0.3688
C10 2.5002 3.7188 -0.6893
C11 3.5589 3.6411 -1.5799
C12 3.8979 2.4184 -2.1516
C13 3.1830 1.2760 -1.8397
H1 0.0639 -4.1898 -0.3604
H2 -0.0969 -6.5773 -0.3753
H3 0.9223 -8.7620 -0.8640
H4 3.2037 -8.8934 -1.8346
H5 4.4383 -6.7952 -2.3018
H6 3.4142 -4.6003 -1.8082
H7 0.9480 2.6332 0.3184
H8 2.2071 4.6704 -0.2651
H9 4.1097 4.5354 -1.8438
H10 4.7189 2.3598 -2.8560
H11 3.4226 0.3204 -2.2841
C14 0.5454 6.9305 -1.2798
C15 -0.1069 6.3921 -0.1784
C16 -0.7965 5.1918 -0.2978
C17 -0.8890 4.5015 -1.5120
C18 -0.2254 5.0715 -2.6037
C19 0.4884 6.2579 -2.4937
Si1 -1.8749 2.8507 -1.6269
C20 -3.6448 3.5080 -2.0038
C21 -4.5142 2.7531 -2.8001
C22 -5.8188 3.1526 -3.0508
C23 -6.3051 4.3345 -2.5053
C24 -5.4650 5.1028 -1.7114
C25 -4.1606 4.6914 -1.4680
H12 1.0931 7.8616 -1.1922
H13 -0.0692 6.9028 0.7777
H14 -1.2760 4.7735 0.5836
H15 -0.2684 4.5675 -3.5628
H16 0.9977 6.6634 -3.3611
H17 -1.4986 2.4520 -3.0419
H18 -4.1547 1.8281 -3.2415
H19 -6.4590 2.5418 -3.6781
H20 -7.3225 4.6530 -2.6997
H21 -5.8258 6.0313 -1.2821
H22 -3.5238 5.3193 -0.8522
N5 -0.5797 1.0201 2.6387
C26 -0.0638 0.1465 3.1976
N6 0.5228 -0.8277 3.8676
C27 1.5046 -1.6956 3.1832
C28 1.1951 -3.1679 3.4602
C29 -0.3140 -3.3810 3.5036
C30 -0.9352 -2.6545 4.7047
C31 -0.1409 -1.3872 5.0419
H23 2.5096 -1.4323 3.5250
H24 1.4301 -1.4979 2.1154
H25 1.6521 -3.4832 4.4037
H26 1.6488 -3.7660 2.6689
H27 -0.5572 -4.4445 3.5379
H28 -0.7300 -2.9969 2.5686
H29 -0.9290 -3.2991 5.5878
H30 -1.9775 -2.4077 4.4969
H31 0.6483 -1.6132 5.7631
H32 -0.7644 -0.6104 5.4813

Force components x, y, z for each atom (eV/Å):
-0.06 0.02 -0.21
-0.01 0.05 -0.12
-0.02 0.08 0.06
-0.03 0.09 -0.06
0.08 -0.04 0.05
-0.05 0.05 0.00
0.01 -0.02 -0.01
-0.01 0.01 0.01
0.01 -0.01 0.00
0.00 0.00 0.00
0.00 -0.02 0.01
-0.06 0.18 0.17
0.09 -0.19 -0.11
-0.04 -0.15 0.06
0.00 0.02 0.01
0.01 0.00 0.00
-0.01 0.00 0.00
0.01 0.00 0.00
0.00 -0.01 -0.03
-0.01 0.01 0.02
0.00 0.00 0.00
0.00 0.00 0.00
0.00 0.00 0.00
0.00 0.00 0.00
0.00 0.01 0.00
-0.01 -0.01 -0.02
-0.01 0.00 0.00
0.00 0.00 0.00
0.00 0.00 0.00
0.00 0.00 0.00
0.00 -0.01 0.01
0.03 0.02 0.01
-0.02 -0.03 0.02
-0.05 0.04 -0.01
0.02 -0.01 0.00
0.01 0.00 -0.01
0.04 -0.07 0.04
0.01 -0.01 0.01
0.00 -0.01 0.01
-0.01 0.00 -0.01
0.00 0.01 0.01
-0.02 0.00 -0.01
0.02 0.03 0.02
0.00 0.00 0.00
0.00 0.00 0.00
0.00 0.00 0.00
0.00 0.00 0.00
0.00 0.00 0.00
0.00 0.04 0.00
0.00 0.00 0.00
0.00 0.00 0.00
0.00 0.00 0.00
0.00 0.00 0.00
0.00 -0.01 -0.01
0.10 0.03 0.06
-0.07 -0.15 0.03
0.01 0.04 -0.17
0.08 0.10 0.03
-0.03 0.01 0.01
-0.08 -0.03 -0.05
0.02 -0.03 0.01
0.08 0.04 0.09
-0.01 0.00 -0.02
-0.02 0.00 -0.01
0.00 -0.02 0.01
0.00 0.00 -0.02
0.03 0.00 0.03
0.03 -0.02 0.10
-0.03 -0.01 0.01
0.00 0.02 -0.02
-0.03 -0.01 0.03
-0.02 -0.02 0.01

=====

(2)
DFT (the ωB97M-V functional and the def2-TZVPD basis) results for a structure of composition C31H33AlN6O6 at a distorted geometry.

LUMO energy (alpha / beta), eV: 0.346 / 0.349
Total energy, eV: -60501.785
Net charge: 0
Energy above the lowest of the compared OMol25 structures with the same formula, charge and spin, kcal/mol: 6.96

Element x y z (Å)
Al1 10.0366 10.6873 12.4313
O1 11.0079 9.3773 13.5962
N1 11.0101 9.5442 14.9035
N2 10.5465 10.7673 15.2276
O2 10.0412 11.5547 14.2563
C1 10.7966 11.2354 16.5005
C2 11.6735 10.4228 17.2437
C3 12.4598 11.1505 18.1451
C4 12.0471 12.4040 18.5269
C5 11.1670 13.1859 17.8154
C6 10.4636 12.5934 16.7518
H1 11.6764 9.3710 17.0544
H2 13.2419 10.5865 18.6310
H3 12.5943 12.7898 19.3396
H4 10.9595 14.1790 18.1711
H5 9.7299 13.1167 16.1407
C7 6.8042 11.1290 6.9356
O3 7.6326 11.9778 7.7496
C8 8.3170 13.0784 7.2566
C9 8.5275 13.3845 5.9222
C10 9.2914 14.5488 5.5526
C11 9.9250 15.3179 6.5166
C12 9.6285 15.0421 7.8842
C13 8.8414 13.9627 8.2619
N3 8.6950 13.6986 9.6599
C14 9.5198 12.9504 10.4621
N4 10.7762 12.6882 10.0510
C15 11.9108 12.0762 10.6536
C16 11.8067 11.4190 11.8828
C17 13.0124 11.4450 12.6096
C18 14.2466 11.6698 12.0274
C19 14.3468 11.9912 10.6524
C20 13.1692 12.2134 9.9513
O4 13.1629 12.5248 8.6759
C21 14.0069 11.8493 7.7299
N5 9.1386 12.4868 11.6919
C22 8.0473 13.0628 12.4000
C23 6.8018 12.3284 12.4531
C24 5.7620 12.8003 13.2084
C25 5.9053 14.0035 13.8979
C26 6.9776 14.8717 13.6791
C27 8.0822 14.3496 13.0086
O5 9.2425 15.0224 12.7524
C28 9.1007 16.4129 12.5728
H6 6.0248 10.7831 7.5817
H7 7.4071 10.3072 6.5602
H8 6.3357 11.6721 6.0698
H9 7.9527 12.8092 5.1670
H10 9.4511 14.7990 4.4658
H11 10.5155 16.1944 6.2784
H12 9.9525 15.7746 8.6214
H13 7.7341 13.6872 10.0257
H14 10.9838 13.1300 9.1231
H15 12.9473 11.1873 13.6617
H16 15.0986 11.6805 12.7246
H17 15.3124 12.2055 10.2385
H18 13.6488 12.1783 6.6999
H19 13.9389 10.7473 7.8826
H20 15.0201 12.2352 7.9157
H21 6.6759 11.4498 11.8616
H22 4.7331 12.3272 13.2950
H23 5.0780 14.4104 14.5734
H24 6.8940 15.8614 14.1625
H25 9.9262 16.6814 11.9697
H26 9.1966 16.9488 13.5510
H27 8.1548 16.6416 12.1186
N6 7.6569 7.7007 13.1608
C29 8.3989 8.5878 12.5858
O6 8.3608 9.8228 12.9175
C30 9.4532 8.1214 11.5694
C31 9.8196 9.4109 10.8968
H28 7.1429 7.9448 13.9984
H29 7.5526 6.7507 12.8620
H30 8.9424 7.3720 10.9029
H31 10.3112 7.6994 12.1238
H32 9.0135 9.5948 10.1639
H33 10.8082 9.4236 10.4277

Force components x, y, z for each atom (eV/Å):
0.44 1.38 0.31
-0.60 -0.16 2.49
-0.76 2.80 -2.08
-0.87 -3.21 -4.19
0.48 -0.87 1.23
0.21 1.37 0.40
-0.02 2.48 0.65
-1.63 -2.63 -0.13
1.39 0.61 -0.44
-1.38 -0.94 -0.08
1.09 -0.84 0.62
0.72 -0.20 -0.16
0.10 0.32 0.46
0.45 0.91 0.86
-0.14 0.27 -0.13
0.44 -0.21 -0.03
0.57 1.33 -1.02
0.17 0.96 -0.28
-0.12 -0.26 0.89
-0.44 0.87 -0.68
0.18 -0.90 -0.60
-1.19 -0.46 0.90
-0.06 0.32 -1.10
0.98 -0.42 -0.22
-1.25 -0.01 0.59
0.58 -1.22 2.83
-0.32 0.65 -2.98
0.63 -0.19 0.05
0.48 1.98 -0.34
-0.13 -1.08 -0.35
0.07 0.61 0.35
-0.62 -0.12 1.44
-0.27 -1.10 2.87
-0.98 1.10 -3.04
-0.30 0.61 0.04
0.31 0.55 -1.28
-2.20 -0.80 -0.49
1.67 1.33 -0.03
-1.90 0.30 1.16
-1.38 1.35 0.48
-0.23 -0.65 0.95
0.64 -0.68 -1.17
-0.37 -0.08 0.17
0.18 -0.03 1.79
-0.36 -0.30 0.35
-0.03 -0.15 -0.08
0.45 -0.37 0.81
0.84 0.40 0.41
-0.34 -0.43 1.29
-0.03 -0.16 -0.13
0.10 -0.48 0.13
0.61 -0.03 -0.33
-0.14 -0.88 1.11
0.26 -0.14 0.01
-0.09 -0.07 -0.78
0.24 -0.13 -0.42
0.48 -0.59 1.40
0.13 0.74 -0.22
-0.06 -0.52 -0.45
0.26 -0.53 -0.21
1.65 0.18 -0.27
1.06 -0.81 -1.17
0.62 -0.60 -0.48
0.73 0.59 -0.76
-0.21 -0.27 -0.66
-0.44 0.29 -0.36
-2.02 -0.94 1.76
2.23 2.12 -0.48
-0.70 -2.27 0.41
-1.06 -0.01 -0.15
0.51 0.20 -0.92
-0.09 0.19 -0.29
0.48 -0.10 -0.31
0.65 0.19 0.61
-0.62 -0.13 -0.19
0.49 0.45 0.02
-0.26 -0.45 -0.36

=====

(3)
DFT (the ωB97M-V functional and the def2-TZVPD basis) results for a structure of composition C31H33AsEuN4O7S at a distorted geometry.

2S+1: 7
LUMO energy (alpha / beta), eV: -3.723 / -2.363
Total energy, eV: -143975.090
Net charge: +1

Element x y z (Å)
Eu1 -1.5261 -0.4928 0.1386
C1 -4.9793 -2.3315 -2.0593
N1 -4.9134 -0.9267 -2.3750
C2 -5.3781 -0.4816 -3.7206
C3 -4.1920 -0.1515 -1.5768
O1 -3.7653 -0.6784 -0.4963
C4 -3.6970 1.2332 -1.9817
O2 -2.7565 1.5612 -0.9479
C5 -1.9512 2.6773 -1.2078
C6 -0.9039 2.7024 -0.1292
O3 -0.8460 1.6809 0.5848
N2 -0.1068 3.7416 0.0209
C7 -0.0845 4.8985 -0.9161
C8 0.9388 3.6926 1.0476
H1 -5.5974 -2.3937 -1.1903
H2 -4.0171 -2.8476 -1.9358
H3 -5.5047 -2.8373 -2.9322
H4 -5.7270 -1.3548 -4.2483
H5 -4.5206 -0.2131 -4.3303
H6 -6.1129 0.3158 -3.7014
H7 -4.4528 1.9702 -2.0859
H8 -3.1042 1.0059 -2.9497
H9 -2.5475 3.5249 -1.2888
H10 -1.5111 2.4542 -2.2810
H11 -1.0047 4.9956 -1.5216
H12 0.7891 4.7240 -1.6099
H13 0.1338 5.8252 -0.3229
H14 0.5587 3.3233 1.9941
H15 1.4303 4.6426 1.2516
H16 1.6761 2.9408 0.6505
O4 -1.5103 -3.7449 5.5229
C9 -1.2404 -2.4888 5.8229
O5 -0.9117 -2.1971 6.9546
C10 -1.2845 -1.3944 4.7172
C11 -1.1204 -0.0239 4.9168
N3 -1.2485 0.6042 3.7146
N4 -1.4653 -0.2982 2.7178
C12 -1.5429 -1.4797 3.3237
C13 -1.9745 -2.7008 2.4851
O6 -2.3039 -3.7612 2.9589
O7 -2.0490 -2.3925 1.2499
H17 -1.8344 -3.9089 4.6149
H18 -0.9378 0.5421 5.8872
H19 -1.2007 1.6508 3.6010
S1 -0.7310 -0.7992 -2.3893
C14 0.5600 0.3916 -2.5033
C15 0.5394 1.3579 -3.5069
C16 1.5460 2.2991 -3.5828
C17 2.6600 2.3047 -2.7625
C18 2.6943 1.3516 -1.7606
C19 1.6909 0.3503 -1.6272
As1 1.4895 -0.9203 -0.1557
C20 2.7852 -0.2320 1.1802
C21 2.3866 0.7245 2.0773
C22 3.2945 1.4910 2.7415
C23 4.6597 1.2191 2.5678
C24 5.0851 0.1999 1.7189
C25 4.1255 -0.4949 0.9923
C26 2.3026 -2.5588 -0.6375
C27 2.6022 -3.3362 0.4429
C28 3.3065 -4.5116 0.2287
C29 3.5243 -4.9798 -1.0458
C30 3.1567 -4.1660 -2.1230
C31 2.6194 -2.8955 -1.9236
H20 -0.3447 1.4349 -4.1733
H21 1.5141 3.0741 -4.3274
H22 3.4715 3.0265 -2.8447
H23 3.5161 1.3024 -1.0851
H24 1.3093 0.8807 2.2216
H25 2.9373 2.2401 3.4651
H26 5.4124 1.8208 3.0570
H27 6.1752 -0.0441 1.5777
H28 4.3785 -1.2714 0.2562
H29 2.2794 -3.1367 1.4742
H30 3.6682 -5.0265 1.0678
H31 4.0787 -5.8924 -1.1406
H32 3.2845 -4.5622 -3.0990
H33 2.3201 -2.2490 -2.7480

Force components x, y, z for each atom (eV/Å):
-0.61 -0.37 0.93
-1.09 -1.31 -1.48
0.43 1.64 -1.45
1.01 -0.40 0.34
0.26 -1.52 1.11
-0.25 0.94 -1.12
2.14 -1.81 -0.45
-0.99 -0.50 0.15
1.21 -1.99 -2.94
0.02 0.08 -0.28
0.69 0.32 0.63
-0.54 1.12 -0.06
1.19 -0.12 -0.08
0.92 -1.41 -0.70
-0.17 -0.71 0.70
-0.15 0.57 0.19
0.57 0.57 1.29
-0.65 -0.10 0.13
0.25 0.54 0.05
-0.09 -0.05 0.16
-0.72 0.71 -0.25
-0.90 0.76 1.16
-0.93 1.84 0.08
-0.12 0.86 1.99
0.51 -0.06 0.58
-0.92 0.32 0.55
-0.48 -0.85 -0.62
-0.23 -0.14 -0.04
-0.27 0.09 -0.52
-0.31 0.81 0.75
0.00 0.08 0.11
0.53 0.86 0.52
-0.29 0.31 -1.11
-0.37 -0.07 0.14
0.15 0.44 1.13
0.45 0.45 0.87
-0.32 0.57 0.31
0.14 -1.04 0.59
-0.05 1.41 -0.35
0.22 -0.55 0.88
0.38 0.32 -1.05
-0.12 0.32 -0.53
-0.27 -0.89 -1.62
-0.11 -2.01 -0.35
-0.30 -0.26 -0.61
1.10 -0.18 0.49
-0.81 0.37 -0.02
0.41 0.64 -0.73
-0.23 -0.40 0.70
-0.77 -1.50 0.17
-0.39 1.06 -0.65
-0.22 1.11 1.04
-0.26 -0.45 -1.57
-1.79 0.06 -0.06
1.01 0.36 1.08
0.09 0.19 -0.09
0.80 -0.14 -0.22
0.39 -0.67 -0.39
-0.34 1.32 0.36
0.24 -1.33 0.90
-0.56 0.56 -0.21
0.23 1.09 -0.12
0.09 -0.26 0.36
-0.21 -1.06 -0.72
0.78 -0.19 0.38
-0.28 0.11 -0.40
-0.33 -0.11 -0.14
0.60 0.07 0.47
0.38 0.06 -0.02
0.42 -0.27 -0.43
-0.07 0.02 0.23
-1.31 0.43 0.25
0.26 0.43 0.42
0.27 0.40 -0.52
0.28 -0.91 0.98
-0.05 -0.38 -0.48
0.22 -0.04 -0.85
0.26 -0.18 0.09

=====

- What is the formula in the third record?
  C31H33AsEuN4O7S

=====

- Which of these has the highest net charge?
  C31H33AsEuN4O7S

=====

- Which of these has the highest total energy?
  C31H33AlN6O6

=====

- total energy of number 3 (C31H33AsEuN4O7S)?
  -143975.090 eV